C4H5O5S | the ωB97M-V functional and the def2-TZVPD basis

```
15
Properties=species:S:1:pos:R:3:forces:R:3
C 0.81945 1.74755 0.75408 -0.18 0.71 0.90
C 0.41483 0.71826 -0.27063 1.35 -0.04 -1.20
O -0.58498 1.19003 -1.19696 -1.78 -0.69 -0.06
C -1.52742 0.14677 -0.80143 -1.27 2.50 -1.80
O -2.66937 0.09131 -1.20619 2.44 -0.31 1.08
C -0.54001 -0.44024 0.11533 0.87 -1.27 4.40
S 0.08055 -2.18404 -0.21803 -0.26 0.91 -2.37
O -0.30658 -2.49467 -1.63936 0.86 0.64 2.74
O 1.49921 -2.02444 0.05203 0.17 -0.07 -0.47
O -0.59926 -2.90889 0.80997 -0.91 -1.15 0.53
H -0.02998 2.26976 1.25098 0.30 -0.83 -0.01
H 1.38287 2.59091 0.34169 0.04 -0.29 -0.51
H 1.51502 1.28203 1.47553 -0.56 0.11 -0.05
H 1.39221 0.54088 -0.88054 -1.84 -0.68 1.07
H -0.84654 -0.52522 1.41351 0.77 0.46 -4.24
```
Forces are in eV/Å.

Summary:
**Structure (SMILES)**: C[C@@H]1OC(=O)[C@H]1S(=O)(=O)[O-]
**Orbital gap**: 9.1 eV
**Molar mass**: 165.15 g mol⁻¹
**Total charge**: -1
**ΔE to the lowest compared entry with this formula, charge and spin**: 13.1 kcal/mol